*1*
11 unconnected molecules or ions with the total composition C5H32N2O11, computed with wB97M-V/def2-TZVPD.

## Properties
SMILES ... N/C=N\CCCCO.O.O.O.O.O.O.O.O.O.O
E_HOMO ... -8.988 eV
Net charge ... 0

Bonds (Å) are listed after each position.
Atoms and positions in Å:
1 O -3.4286 1.1116 1.9330  H31 0.983, H47 0.974
2 O 1.8515 -3.2882 -0.8597  H38 0.955, H49 0.952
3 O 0.4990 2.9733 -2.3745  H27 0.953, H39 0.988
4 O 3.6666 1.2673 -2.5574  H24 0.970, H33 0.962
5 O -1.6705 -0.4733 -3.4644  H34 0.951, H50 0.966
6 O -2.6741 1.5885 -1.0062  H25 0.949, H32 0.964
7 O 2.9925 -0.9130 0.2981  C17 1.450, H23 0.971
8 O -0.1766 2.3522 2.7954  H20 0.970, H44 0.959
9 O -0.2342 2.2692 0.1084  H28 0.983, H30 0.950
10 O -3.0403 -2.7974 -1.9742  H21 0.962, H36 0.971
11 O 2.4577 2.3135 0.1047  H22 0.981, H41 0.969
12 N -2.0835 -2.9777 0.5824  C16 1.383, H29 0.996, H40 1.041
13 N -1.5101 -0.7312 0.3586  C14 1.447, C16 1.281
14 C -0.0782 -0.7908 0.5584  N13 1.447, C18 1.557, H26 1.107, H43 1.097
15 C 1.7480 -1.2145 2.2845  C17 1.508, C18 1.551, H19 1.090, H42 1.115
16 C -2.4082 -1.6396 0.4565  N12 1.383, N13 1.281, H48 1.094
17 C 2.6079 -0.2382 1.5225  O7 1.450, C15 1.508, H37 1.114, H45 1.087
18 C 0.2679 -0.7987 2.0765  C14 1.557, C15 1.551, H35 1.152, H46 1.135
19 H 2.2545 -1.2334 3.2495  C15 1.090
20 H -0.1273 2.4005 1.8275  O8 0.970
21 H -2.3624 -3.4794 -1.9336  O10 0.962
22 H 2.0466 2.8277 -0.6229  O11 0.981
23 H 3.0107 -0.2173 -0.3798  O7 0.971
24 H 2.6969 1.2908 -2.5499  O4 0.970
25 H -3.5816 1.7623 -1.2222  O6 0.949
26 H 0.4603 0.0060 0.0099  C14 1.107
27 H 0.2075 3.5975 -3.0326  O3 0.953
28 H -1.0561 1.8860 -0.2702  O9 0.983
29 H -1.1626 -3.3270 0.4374  N12 0.996
30 H 0.2829 1.4979 0.3113  O9 0.950
31 H -3.0751 0.2121 2.1127  O1 0.983
32 H -2.6795 0.7946 -0.4587  O6 0.964
33 H 3.7886 2.0409 -1.9990  O4 0.962
34 H -1.1305 -0.4558 -4.2468  O5 0.951
35 H -0.5654 -1.4301 2.5601  C18 1.152
36 H -2.5146 -2.0904 -2.3814  O10 0.971
37 H 3.5736 0.0812 1.9765  C17 1.114
38 H 2.5760 -2.8492 -0.4197  O2 0.955
39 H -0.1985 2.9643 -1.6748  O3 0.988
40 H -2.8205 -3.6826 0.3716  N12 1.041
41 H 2.7219 2.9163 0.8159  O11 0.969
42 H 1.8705 -2.2319 1.8455  C15 1.115
43 H 0.3410 -1.7106 0.1327  C14 1.097
44 H 0.3480 3.1131 3.0532  O8 0.959
45 H 2.1079 0.6664 1.1871  C17 1.087
46 H 0.1719 0.2064 2.5939  C18 1.135
47 H -2.6592 1.5717 1.5530  O1 0.974
48 H -3.4647 -1.3793 0.5707  C16 1.094
49 H 1.9111 -4.2269 -1.0034  O2 0.952
50 H -1.7585 0.4655 -3.2562  O5 0.966

*2*
11 unconnected molecules or ions with the total composition C5H32N2O11, computed with wB97M-V/def2-TZVPD.

## Properties
SMILES ... CCNC(=O)CNC.O.O.O.O.O.O.O.O.O.O
E_HOMO ... -9.074 eV
Net charge ... 0

Bonds (Å) are listed after each position.
Atoms and positions in Å:
1 O -2.8514 -1.7141 -1.8759  H23 0.996, H38 0.993
2 O -2.4455 -3.0354 0.3838  H31 0.966, H41 0.953
3 O -0.0803 -1.2550 3.2113  H19 0.948, H44 0.977
4 O 1.1409 0.0760 -3.2734  H42 0.991, H43 0.956
5 O 0.2382 -3.7175 -0.2247  H26 0.962, H27 0.984
6 O -0.5224 -2.3938 -2.8156  H29 0.979, H34 0.934
7 O -2.6293 0.2492 -0.0843  H35 0.964, H48 0.985
8 O 1.2674 2.4547 2.0447  C14 1.227
9 O -2.6297 -0.8452 2.5522  H21 0.955, H47 0.979
10 O -0.5289 1.3788 3.6767  H36 0.989, H39 0.949
11 O 1.9062 2.4378 -2.8444  H45 0.977, H46 0.973
12 N 2.5522 1.3962 0.5885  C14 1.356, C16 1.471, H24 1.012
13 N -0.4943 2.0304 -0.6875  C17 1.517, C18 1.457, H33 0.983
14 C 1.3244 1.7050 1.0749  O8 1.227, N12 1.356, C17 1.506
15 C 3.1560 -0.9545 0.3720  C16 1.522, H22 1.146, H40 1.055, H50 1.085
16 C 2.8927 0.3422 -0.3800  N12 1.471, C15 1.522, H20 1.096, H28 1.131
17 C 0.2043 1.0906 0.2770  N13 1.517, C14 1.506, H37 1.110, H49 1.084
18 C -0.6739 3.3602 -0.1206  N13 1.457, H25 1.084, H30 1.101, H32 1.096
19 H -0.8314 -1.7968 3.0070  O3 0.948
20 H 2.2373 0.0727 -1.2157  C16 1.096
21 H -2.9223 -0.7951 1.6442  O9 0.955
22 H 3.3903 -0.7351 1.4727  C15 1.146
23 H -2.0153 -1.8842 -2.3896  O1 0.996
24 H 3.3710 1.7471 1.0686  N12 1.012
25 H 0.1850 3.9857 -0.3358  C18 1.084
26 H -0.6743 -3.7000 0.0783  O5 0.962
27 H 0.4950 -2.7955 0.0020  O5 0.984
28 H 3.7901 0.7369 -0.9439  C16 1.131
29 H -0.3445 -2.9663 -2.0418  O6 0.979
30 H -0.7762 3.4203 0.9744  C18 1.101
31 H -2.4664 -2.5777 1.2344  O2 0.966
32 H -1.4190 3.8613 -0.7498  C18 1.096
33 H -1.3102 1.5563 -0.9616  N13 0.983
34 H 0.2866 -1.9473 -2.9525  O6 0.934
35 H -3.3631 0.5338 -0.6413  O7 0.964
36 H -0.6765 2.0052 2.9252  O10 0.989
37 H -0.5833 0.6217 0.9037  C17 1.110
38 H -2.9447 -2.5087 -1.2873  O1 0.993
39 H 0.2834 1.5776 4.1255  O10 0.949
40 H 4.0586 -1.4743 0.2048  C15 1.055
41 H -3.3441 -3.3428 0.2999  O2 0.953
42 H 1.8029 0.8126 -3.3033  O4 0.991
43 H 0.6311 0.1865 -4.0741  O4 0.956
44 H -0.3894 -0.3325 3.3026  O3 0.977
45 H 2.3264 2.3186 -1.9706  O11 0.977
46 H 1.0942 2.8278 -2.4770  O11 0.973
47 H -2.2155 0.0313 2.6871  O9 0.979
48 H -2.3734 -0.4935 -0.6778  O7 0.985
49 H 0.4726 0.1747 -0.2375  C17 1.084
50 H 2.3985 -1.7263 0.4545  C15 1.085

The calculated energies rank the structures as follows, beginning with the most stable: *2*, *1*.